94
Properties=species:S:1:pos:R:3:forces:R:3 method="wB97M-V/def2-TZVPD" total_charge=-1 s_squared=0.77 energy_ev=-129704.0848 de_lowest_kj_mol=349.0 orbital_gap_ha="0.208 / 0.187" spin_multiplicity=2
Mg -2.158 0.099 0.094 -0.125 0.363 0.203
O -3.482 -1.317 3.773 0.022 0.004 -0.036
C -2.956 -1.312 2.667 0.040 0.062 -0.026
O -3.115 -0.481 1.725 0.015 -0.152 -0.041
C -1.930 -2.461 2.438 -0.026 -0.002 0.028
C -0.695 -2.158 3.267 0.006 0.061 -0.008
C 0.365 -3.265 3.305 0.017 -0.012 -0.007
C 1.279 -2.936 2.108 0.001 -0.013 -0.006
C 0.684 -1.640 1.597 -0.056 -0.025 -0.049
O -0.008 -1.064 2.580 -0.041 -0.017 0.021
C -1.554 -2.853 1.009 0.151 0.091 -0.092
C -2.691 -2.743 -0.038 -0.065 -0.144 -0.080
O -3.441 -3.717 -0.039 0.052 0.099 0.006
O -2.676 -1.717 -0.767 0.021 0.022 0.116
H -2.405 -3.356 2.846 -0.013 0.014 0.007
H -0.993 -1.785 4.242 0.003 0.002 0.003
H 0.918 -3.222 4.241 0.006 -0.008 -0.003
H -0.088 -4.253 3.225 -0.008 0.005 -0.010
H 2.306 -2.742 2.416 -0.005 0.027 0.007
H 1.306 -3.707 1.340 0.005 -0.017 -0.011
H 1.289 -0.933 1.041 0.049 0.021 0.022
H -1.164 -3.864 1.036 -0.054 -0.052 0.026
C 4.852 -2.193 -2.298 0.017 0.010 0.017
C 3.850 -3.248 -2.747 -0.026 -0.013 0.007
C 4.367 -4.637 -2.415 -0.005 0.009 0.001
C 3.350 -5.690 -2.811 0.003 -0.020 -0.001
C 2.034 -5.413 -2.137 -0.036 -0.030 -0.001
C 1.158 -6.452 -1.868 0.025 0.012 0.003
C -0.065 -6.161 -1.304 0.015 0.040 0.000
F -0.938 -7.171 -1.112 -0.026 -0.027 0.005
C -0.439 -4.890 -0.947 0.002 -0.037 0.020
C 0.466 -3.824 -1.114 -0.013 0.011 0.037
C 0.223 -2.439 -0.759 -0.024 -0.009 -0.010
O -0.398 -2.033 0.473 0.009 0.002 0.078
C 0.874 -1.426 -1.502 0.060 -0.009 0.012
C 2.000 -1.780 -2.171 -0.008 -0.009 0.014
N 2.541 -3.037 -2.106 0.012 0.053 -0.016
C 1.691 -4.105 -1.782 0.003 -0.023 0.011
C 0.404 0.011 -1.726 -0.007 0.014 0.015
O 0.981 0.655 -2.600 0.018 0.061 0.038
O -0.538 0.424 -0.989 -0.022 -0.116 -0.235
H 5.831 -2.427 -2.719 -0.007 0.006 -0.005
H 4.935 -2.195 -1.210 -0.001 -0.006 -0.004
H 4.586 -1.187 -2.617 -0.013 -0.005 0.003
H 3.709 -3.180 -3.834 0.035 0.005 -0.007
H 4.565 -4.695 -1.340 -0.001 0.002 0.001
H 5.316 -4.786 -2.932 -0.004 -0.008 -0.011
H 3.694 -6.690 -2.539 0.002 0.002 0.001
H 3.219 -5.686 -3.898 0.004 0.011 -0.002
H 1.408 -7.474 -2.124 0.005 0.009 -0.004
H -1.456 -4.752 -0.605 0.001 0.020 -0.006
H 2.491 -1.038 -2.782 0.003 -0.007 -0.009
C -2.128 2.468 3.446 0.057 0.047 0.038
Ge -1.253 2.340 1.652 -0.199 -0.112 0.032
C 0.669 2.720 2.141 0.032 -0.067 -0.076
C 1.050 3.634 3.123 -0.029 0.009 0.057
C 2.384 3.867 3.431 0.017 -0.002 0.003
C 3.387 3.189 2.749 0.005 0.009 0.010
C 3.039 2.283 1.757 0.006 -0.007 0.012
C 1.697 2.058 1.468 0.020 -0.038 -0.042
C -1.707 4.173 0.910 -0.008 -0.030 -0.043
C -2.634 4.984 1.521 -0.038 -0.010 0.029
C -3.058 6.211 0.960 -0.010 0.014 -0.028
C -2.566 6.634 -0.240 0.008 -0.017 0.005
C -1.620 5.836 -0.932 -0.005 0.021 0.025
C -1.125 6.216 -2.206 0.008 0.013 -0.004
C -0.247 5.422 -2.887 -0.005 0.018 -0.019
C 0.194 4.206 -2.316 0.010 -0.001 0.025
C -0.254 3.832 -1.080 0.072 0.114 0.038
C -1.186 4.619 -0.349 0.051 0.004 0.021
H -1.879 3.375 4.007 -0.012 -0.019 -0.002
H -1.832 1.600 4.040 0.012 0.007 -0.008
H -3.213 2.409 3.332 0.014 0.008 -0.007
H 0.283 4.183 3.663 0.019 -0.007 -0.012
H 2.645 4.583 4.203 0.003 -0.001 -0.005
H 4.430 3.374 2.982 -0.003 -0.003 0.002
H 3.812 1.760 1.203 -0.009 0.007 0.001
H 1.435 1.364 0.671 0.012 0.005 0.002
H -3.073 4.679 2.465 0.031 0.004 -0.013
H -3.790 6.812 1.489 0.009 0.004 -0.003
H -2.891 7.570 -0.683 -0.002 -0.006 0.002
H -1.469 7.152 -2.636 0.005 -0.007 -0.001
H 0.114 5.721 -3.864 -0.005 -0.003 0.005
H 0.871 3.557 -2.856 0.015 -0.006 0.010
H 0.071 2.888 -0.658 0.016 0.000 -0.004
N -2.607 2.222 -1.932 -0.028 -0.017 0.035
C -3.329 3.243 -2.411 -0.031 -0.077 -0.032
C -4.608 3.097 -1.913 0.017 0.002 0.019
C -4.547 1.951 -1.104 0.071 0.108 -0.039
N -3.325 1.440 -1.118 -0.023 -0.205 -0.006
H -1.607 2.054 -1.991 -0.099 -0.026 -0.044
H -2.876 3.993 -3.039 -0.019 -0.012 0.013
H -5.453 3.739 -2.089 0.009 -0.001 0.005
H -5.311 1.489 -0.500 -0.008 0.001 -0.024